DFT (wB97M-V/def2-TZVPD) results for a molecular structure, CHF4N2.

XYZ file:
```
8
Properties=species:S:1:pos:R:3
C -0.0345 -0.2786 -0.1899
N -0.8423 0.5009 -0.8282
N 0.7020 -0.2004 0.8856
F -0.1692 -1.9937 -0.6532
F -0.5270 1.8331 -0.9012
F 1.5964 -0.9928 1.3490
F 0.9785 0.9744 1.5238
H -1.7040 0.1571 -1.1859
```

Results
Highest occupied orbital energy (alpha / beta) (eV): -17.8 / -17.8
Total charge: +1
Multiplicity: 1
Relative energy (zero: lowest compared OMol25 entry of this formula, charge and spin) (kJ/mol): 285.6
Strongest force on any atom (eV/A): 6.4